Entry 1:
The molecule CHBrCl2S in a non-equilibrium geometry. Source: OMol25; level of theory: ωB97M-V/def2-TZVPD.

Values from the calculation:
Structure (SMILES): SC(Cl)(Cl)Br
HOMO energy (eV): -10.136
Spin multiplicity: 1
Lowest unoccupied orbital energy (eV): -1.096
Gap between HOMO and LUMO (eV): 9.040

Last column: Löwdin charge in e.
Positions of all 6 atoms, in Å:
S  0.33873  0.90861  0.44409  0.6378
C  1.83860  0.01662  0.51838  -1.8375
Cl  1.76057  -0.83830  2.55195  0.1368
Cl  3.26917  1.08547  0.84120  0.4436
Br  2.20977  -1.31569  -0.71164  0.7001
H  -0.07320  0.45390  -0.81859  -0.0809

=====

Entry 2:
The molecule C19H19FN2O2S2 in a non-equilibrium geometry. Source: OMol25; level of theory: ωB97M-V/def2-TZVPD.

Values from the calculation:
Structure (SMILES): CCN(CC)S(=O)(=O)c1ccc(/C=C/c2nc3cc(F)ccc3s2)cc1
HOMO energy (eV): -8.887
Spin multiplicity: 1
Lowest unoccupied orbital energy (eV): -0.805
Gap between HOMO and LUMO (eV): 8.082

Last column: Löwdin charge in e.
Positions of all 45 atoms, in Å:
C  5.26900  0.40876  -0.64631  -0.0743
C  4.50408  1.72922  -0.49500  -0.2402
N  3.67216  1.92097  -1.74903  -0.2460
C  4.32685  2.22085  -3.01272  -0.2515
C  5.57537  3.23157  -3.00536  -0.0544
S  2.36257  3.08410  -1.38801  0.7326
O  1.87472  3.74403  -2.58893  -0.3025
O  2.96571  4.06706  -0.46362  -0.3351
C  1.00950  2.19649  -0.65003  -0.2776
C  0.25788  2.70050  0.38714  -0.0796
C  -0.70720  1.93476  0.86064  -0.0254
C  -1.19009  0.71729  0.26298  -0.2376
C  -2.27623  0.01008  0.80842  -0.0148
C  -2.08052  -1.30182  1.27331  -0.0390
C  -3.11029  -2.12395  1.87928  -0.5876
N  -4.34530  -1.82795  1.85015  0.1147
C  -5.18503  -2.93359  2.05583  -0.3242
C  -6.52986  -2.98414  2.01827  0.0612
C  -7.26963  -4.23625  2.19273  -0.2429
F  -8.56835  -4.29082  1.78346  0.0450
C  -6.55565  -5.37402  2.43942  -0.0241
C  -5.15542  -5.21656  2.66321  -0.0866
C  -4.48604  -4.01039  2.53972  -0.4736
S  -2.74362  -3.76723  2.41928  1.0683
C  -0.45679  0.26233  -0.82177  0.0090
C  0.72658  0.95711  -1.29456  0.0110
H  4.71218  -0.36682  -1.04791  0.0507
H  6.05130  0.56149  -1.42538  0.0765
H  5.76657  0.28041  0.28969  0.0700
H  5.22632  2.56737  -0.32065  0.1226
H  3.81599  1.69056  0.32104  0.0937
H  4.69250  1.18520  -3.20801  0.1081
H  3.50564  2.46813  -3.72774  0.1112
H  6.49353  2.68965  -2.65014  0.0737
H  5.38888  4.01351  -2.28722  0.0544
H  5.81380  3.70472  -3.95451  0.0627
H  0.53934  3.67910  0.76255  0.1309
H  -1.24066  2.32949  1.75114  0.1350
H  -3.19140  0.47592  1.09316  0.1141
H  -1.10806  -1.62011  1.13659  0.0795
H  -7.21479  -2.15673  1.70454  0.1397
H  -6.96947  -6.42388  2.55874  0.1390
H  -4.66956  -6.18598  2.94662  0.1216
H  -0.85663  -0.63614  -1.18131  0.0971
H  1.36010  0.62570  -2.07969  0.0948

=====

Entry 3:
The molecule C2H8N4 in a non-equilibrium geometry. Source: OMol25; level of theory: ωB97M-V/def2-TZVPD.

Values from the calculation:
Structure (SMILES): CN/N=C/NN
HOMO energy (eV): -8.162
Spin multiplicity: 1
Lowest unoccupied orbital energy (eV): 1.179
Gap between HOMO and LUMO (eV): 9.341

Last column: Löwdin charge in e.
Positions of all 14 atoms, in Å:
C  -2.13343  0.64142  0.08245  -0.1543
N  -1.67598  -0.80194  0.00099  -0.1524
N  -0.33089  -1.04578  -0.20576  -0.0239
C  0.59007  -0.35646  0.42237  -0.2909
N  1.91350  -0.62066  0.35751  -0.1418
N  2.60937  0.48378  -0.22778  -0.0060
H  -2.24653  1.06644  1.11939  0.0643
H  -1.62158  1.47300  -0.57524  0.1008
H  -3.18503  0.61094  -0.30087  0.0644
H  -2.23178  -1.15347  -0.82583  0.1137
H  0.23544  0.38491  1.27257  0.1498
H  1.97331  -1.55452  0.06627  0.0920
H  3.60057  0.41613  0.09538  0.0870
H  2.50297  0.45622  -1.28146  0.0974

=====

Entry 4:
C13H18NSe as an isolated structure in a non-equilibrium geometry. Source: OMol25; level of theory: ωB97M-V/def2-TZVPD.

Values from the calculation:
HOMO energy (spin up / spin down) (eV): -12.430 / -12.430
Spin multiplicity: 1
Lowest unoccupied orbital energy (spin up / spin down) (eV): -5.110 / -5.110
Gap between HOMO and LUMO (spin up / spin down) (eV): 7.321 / 7.320
Charge: +1

Last column: Löwdin charge in e.
Positions of all 33 atoms, in Å:
C  3.30979  0.06715  0.18337  -0.0148
C  2.71326  0.66138  -0.90250  -0.0456
C  2.53116  -0.74180  1.05907  -0.0097
C  1.34959  0.52258  -1.02131  -0.0041
C  1.20850  -0.97147  0.83238  -0.2426
C  0.56873  -0.38093  -0.27350  -0.1607
C  0.40636  -1.71761  1.78266  -0.2658
C  0.46487  2.41411  1.89112  -0.0751
C  -1.58393  0.49756  -1.46234  -0.1729
C  0.54955  3.70794  1.53622  -0.0488
C  -2.42508  -0.39344  -2.52294  -0.2093
C  -0.44904  -2.69238  1.10019  -0.3955
C  -0.90860  -0.48717  -0.54706  -0.3681
N  -3.50234  -1.09095  -1.72444  -0.1434
Se  -1.96734  -1.76354  0.22725  1.2915
H  4.38705  0.16724  0.49907  0.1422
H  3.34098  1.28926  -1.46904  0.1070
H  3.02204  -1.13506  1.95555  0.1306
H  0.75268  0.94598  -1.87107  0.1156
H  1.10877  -2.11059  2.57032  0.1472
H  -0.12492  -1.11322  2.52401  0.1347
H  1.27683  1.77662  2.07316  0.0229
H  -0.43979  1.88545  1.92388  0.0228
H  -0.85376  1.19098  -1.94378  0.1051
H  -2.26676  1.07013  -0.79156  0.1367
H  -0.33388  4.37253  1.19986  0.0824
H  1.48396  4.23930  1.41300  0.0411
H  -2.91779  0.09860  -3.34023  0.1030
H  -1.67404  -1.09555  -2.95559  0.1263
H  0.12721  -3.20441  0.24017  0.1246
H  -1.01799  -3.48273  1.65448  0.0861
H  -4.38579  -0.56842  -1.51047  0.1092
H  -3.75030  -1.95755  -2.32994  0.1273

=====

Entry 5:
C6H12O5S2 as an isolated structure in a non-equilibrium geometry. Source: OMol25; level of theory: ωB97M-V/def2-TZVPD.

Values from the calculation:
HOMO energy (eV): -10.532
Spin multiplicity: 1
Lowest unoccupied orbital energy (eV): 0.437
Gap between HOMO and LUMO (eV): 10.969

Last column: Löwdin charge in e.
Positions of all 25 atoms, in Å:
C  0.38152  -1.95255  0.32096  -0.1099
C  0.15650  -0.55811  -0.14428  -0.4441
C  -1.04789  -0.16937  0.65734  -0.2686
C  3.52638  0.85737  0.21221  -0.0847
C  -2.63136  2.12059  -0.47047  -0.1071
C  2.35631  0.21700  -0.57443  -0.2459
O  -1.36309  -2.30203  2.49336  -0.2780
O  -2.17441  -2.62528  0.24984  -0.2732
O  -3.63836  -0.21676  0.01094  -0.2704
O  -2.01503  -0.04997  -1.74744  -0.3051
O  1.15667  0.38719  0.16622  -0.1400
S  -1.27063  -1.93237  1.11695  0.7122
S  -2.44122  0.31976  -0.44842  0.6016
H  0.33783  -2.67214  -0.42820  0.0925
H  1.19731  -2.01825  1.03541  0.1289
H  -0.14702  -0.42306  -1.24492  0.1649
H  -0.85089  0.62936  1.28020  0.1034
H  3.05966  1.53683  1.00778  0.0915
H  4.30388  0.19058  0.79350  0.0994
H  4.19550  1.42532  -0.50696  0.0757
H  -3.52346  2.44887  -0.11936  0.0127
H  -1.68088  2.65427  -0.00466  0.1199
H  -2.66082  2.34303  -1.55913  0.0753
H  2.46457  -0.92038  -0.55857  0.1327
H  2.30892  0.71009  -1.53787  0.1165

=====

Entry 6:
C36H38F6MnN8O2P as an isolated structure in a non-equilibrium geometry. Source: OMol25; level of theory: ωB97M-V/def2-TZVPD.

Values from the calculation:
⟨S²⟩: 8.753
HOMO energy (spin up / spin down) (eV): -10.887 / -10.887
Spin multiplicity: 6
Lowest unoccupied orbital energy (spin up / spin down) (eV): -2.626 / -3.218
Gap between HOMO and LUMO (spin up / spin down) (eV): 8.261 / 7.669
Charge: +1

Last column: Löwdin spin population.
Positions of all 92 atoms, in Å:
Mn  8.55643  20.59245  15.63910  4.7068
P  6.91902  21.13866  12.26711  0.0024
F  6.02444  21.51614  10.99527  0.0000
F  6.84973  19.59190  11.87089  0.0011
F  8.29834  21.27619  11.44278  0.0012
F  7.82843  20.75483  13.61792  0.0426
F  7.03561  22.70622  12.63903  0.0006
F  5.62176  20.98569  13.20964  0.0006
N  6.34409  25.14617  14.74239  0.0001
C  5.51733  25.21786  13.70632  0.0000
C  4.25012  25.79237  13.77490  0.0000
C  3.79709  26.23124  14.99990  0.0000
C  4.65723  26.17192  16.07835  0.0000
C  5.92147  25.63020  15.90476  0.0000
H  5.86504  24.88205  12.73574  0.0000
H  3.58572  25.79202  12.92131  0.0000
H  2.78746  26.60247  15.11640  0.0000
H  4.32004  26.48418  17.05996  0.0000
H  6.60118  25.49833  16.74040  0.0000
N  8.80073  18.72372  7.96691  0.0000
C  8.46166  17.92164  6.96526  0.0000
C  7.16035  17.69404  6.55929  0.0000
C  6.13330  18.31610  7.26170  0.0000
C  6.47341  19.15048  8.31643  0.0000
C  7.81666  19.31323  8.62835  0.0000
H  9.28324  17.46499  6.42289  0.0000
H  6.92898  17.04957  5.72190  0.0000
H  5.08173  18.18630  7.03826  0.0000
H  5.69971  19.67406  8.86247  0.0000
H  8.05712  20.02396  9.41147  0.0000
N  0.52003  22.56251  10.32383  0.0000
C  0.77440  23.85906  10.15333  0.0000
C  2.01946  24.44643  10.35437  0.0000
C  3.03662  23.65367  10.85161  0.0000
C  2.79811  22.30670  11.02740  0.0000
C  1.53964  21.80489  10.70340  0.0000
H  -0.07566  24.44913  9.82451  0.0000
H  2.14184  25.49884  10.13655  0.0000
H  4.03574  24.02543  11.05097  0.0000
H  3.58512  21.61673  11.29844  0.0000
H  1.36087  20.74132  10.83190  0.0000
N  10.57186  20.25538  14.92667  0.0346
C  10.74312  19.57363  13.79650  0.0077
C  11.98394  19.36340  13.22335  0.0004
C  13.10138  19.90752  13.84734  0.0044
C  12.93420  20.65133  15.01078  0.0006
C  11.65834  20.78219  15.51646  0.0109
H  9.85554  19.17476  13.31953  0.0007
H  12.05673  18.83336  12.28481  0.0001
H  14.07216  19.83419  13.37359  0.0002
H  13.80214  21.09450  15.47622  0.0001
H  11.47496  21.31104  16.44588  0.0021
N  8.23013  18.40343  15.36933  0.0348
C  9.10297  17.43806  15.66460  0.0077
C  8.86759  16.10379  15.43288  0.0007
C  7.68878  15.72451  14.81250  0.0028
C  6.75548  16.70998  14.53031  0.0006
C  7.07043  18.01887  14.82696  0.0062
H  10.04283  17.70940  16.13283  0.0010
H  9.59859  15.37884  15.76320  0.0001
H  7.43941  14.69396  14.59815  0.0001
H  5.82580  16.46665  14.03782  0.0001
H  6.35315  18.81623  14.66439  0.0007
N  6.56444  20.72780  16.49651  0.0345
C  5.69291  21.60642  16.00875  0.0077
C  4.42269  21.77591  16.52609  0.0004
C  4.01625  20.95292  17.57409  0.0041
C  4.89811  19.98617  18.03600  0.0008
C  6.14849  19.91924  17.47247  0.0103
H  6.00215  22.20999  15.16337  0.0008
H  3.79954  22.59481  16.20026  0.0001
H  2.98957  20.98221  17.91760  0.0002
H  4.60485  19.24077  18.76130  0.0001
H  6.82490  19.14444  17.81906  0.0019
N  8.84856  22.71695  15.80708  0.0366
C  9.11759  23.45021  14.72634  0.0085
C  9.41368  24.79466  14.78694  0.0005
C  9.43045  25.42169  16.01803  0.0044
C  9.10322  24.67705  17.14670  0.0009
C  8.85648  23.33319  16.99035  0.0118
H  9.13686  22.93688  13.77194  0.0008
H  9.64413  25.32274  13.87273  0.0001
H  9.69011  26.46936  16.09295  0.0002
H  9.11834  25.12529  18.12971  0.0001
H  8.70267  22.69217  17.85396  0.0029
C  7.96499  23.76545  9.32119  0.0000
N  8.26990  24.93026  8.46204  0.0000
O  7.32714  25.49139  7.94428  0.0000
O  9.43037  25.27648  8.37947  0.0000
H  7.84896  24.16134  10.32964  0.0000
H  8.79364  23.06768  9.34914  0.0000
H  7.04737  23.30862  8.97338  0.0000

=====

Entry 7:
C3N2O4S5 as an isolated structure in a non-equilibrium geometry. Source: OMol25; level of theory: ωB97M-V/def2-TZVPD.

Values from the calculation:
HOMO energy (spin up / spin down) (eV): -8.594 / -8.594
Spin multiplicity: 1
Lowest unoccupied orbital energy (spin up / spin down) (eV): -2.393 / -2.392
Gap between HOMO and LUMO (spin up / spin down) (eV): 6.201 / 6.202

Last column: Löwdin charge in e.
Positions of all 14 atoms, in Å:
C  0.51920  0.33397  0.16198  -0.7693
C  1.17211  -0.75665  0.46549  -0.7271
C  3.24891  0.56032  0.02196  -1.4517
N  -2.96777  -0.98060  0.02786  -0.6758
N  -0.82941  2.12963  -0.65626  0.1642
O  -2.88024  -0.46824  1.08481  0.0282
O  -1.67141  2.02611  -1.38884  0.2225
O  -3.79334  -0.86734  -0.85240  -0.0087
O  -0.70034  0.61697  0.17799  -0.1376
S  4.77492  1.19267  0.03056  0.5538
S  1.87113  1.69372  -0.13282  0.8733
S  3.02433  -1.12029  0.62626  0.8562
S  -1.60955  -2.20008  -0.50241  0.5790
S  -0.15853  -2.16021  0.93583  0.4929

=====

Entry 8:
H14O7Tl as an isolated structure in a non-equilibrium geometry. Source: OMol25; level of theory: ωB97M-V/def2-TZVPD.

Values from the calculation:
⟨S²⟩: 0.754
HOMO energy (spin up / spin down) (eV): -18.399 / -18.331
Spin multiplicity: 2
Lowest unoccupied orbital energy (spin up / spin down) (eV): -7.281 / -13.172
Gap between HOMO and LUMO (spin up / spin down) (eV): 11.118 / 5.159
Charge: +2

Last column: Löwdin spin population.
Positions of all 22 atoms, in Å:
Tl  0.43849  0.13704  0.42993  0.4859
O  -1.65285  0.76374  2.43437  0.0691
H  -2.48594  0.33611  2.23605  -0.0001
H  -1.74560  1.06199  3.33918  0.0008
O  -0.80777  2.74376  -0.23120  0.0579
H  -0.26961  3.43978  0.14586  -0.0002
H  -1.56253  3.19931  -0.60409  0.0012
O  2.00798  -2.23825  0.80877  0.1173
H  2.43720  -2.77518  0.14266  0.0004
H  2.59249  -2.28197  1.56552  -0.0008
O  -0.20424  0.45235  -2.47309  0.0712
H  -0.85426  1.11259  -2.71351  0.0000
H  0.28162  0.28843  -3.28136  0.0009
O  -0.13955  -2.15516  -1.39404  0.0438
H  -1.00868  -2.17233  -1.79473  0.0002
H  0.28771  -2.94994  -1.71343  0.0010
O  -1.16917  -2.02465  1.61304  0.0636
H  -2.07350  -1.86263  1.88168  0.0004
H  -0.95869  -2.88182  1.98344  0.0007
O  2.07416  2.28721  -0.72658  0.0865
H  2.94767  2.31894  -1.11672  0.0005
H  1.86504  3.20074  -0.53170  0.0000

=====

Number 1: E_tot -106974.2095 eV. Number 2: E_tot -51471.1165 eV. Number 3: E_tot -8160.8949 eV. Number 4: E_tot -80599.9412 eV. Number 5: E_tot -38320.4853 eV. Number 6: E_tot -110878.2897 eV. Number 7: E_tot -68448.8050 eV. Number 8: E_tot -19235.0757 eV.